# 1
{
  "formula": "C11H18",
  "method": "wB97M-V/def2-TZVPD",
  "e_above_lowest_ev": 1.076,
  "energy_ha": -429.901090,
  "orbital_gap_ev": 10.01,
  "mol_weight_g_mol": 150.265,
  "e_homo_ev": -9.1,
  "smiles": "CCc1ccccc1.CCC",
  "species": ["C", "C", "C", "C", "C", "C", "C", "C", "H", "H", "H", "H", "H", "H", "H", "H", "H", "H", "C", "C", "C", "H", "H", "H", "H", "H", "H", "H", "H"],
  "xyz": [[-2.2080, -2.1517, -1.6568], [-0.8276, -1.7050, -1.1618], [-0.7243, -1.5846, 0.3591], [-1.1991, -0.6043, 1.1691], [-0.9263, -0.6261, 2.5599], [-0.0551, -1.5349, 3.0964], [0.3734, -2.6107, 2.2750], [-0.0170, -2.6785, 0.9544], [-2.1794, -2.8405, -2.4849], [-2.8579, -1.2880, -1.8105], [-2.7654, -2.5793, -0.8082], [-0.1470, -2.5087, -1.4492], [-0.5384, -0.7373, -1.5989], [-1.6875, 0.2266, 0.6486], [-1.2920, 0.2160, 3.1544], [0.1402, -1.4002, 4.1603], [0.9693, -3.3969, 2.7387], [0.1579, -3.6208, 0.4492], [1.5467, 2.1718, -2.0466], [1.2071, 2.4098, -0.5285], [1.4827, 3.8862, -0.2124], [2.5091, 2.6068, -2.2765], [1.5534, 1.0934, -2.2201], [0.8259, 2.7597, -2.6151], [0.1558, 2.1442, -0.4541], [1.7772, 1.6636, 0.0319], [1.5739, 4.5075, -1.1023], [0.7317, 4.2636, 0.4849], [2.4209, 3.9183, 0.3440]],
  "forces_ev_per_angstrom": [[-0.93, 0.85, 1.61], [-0.41, 0.20, 0.42], [1.18, -2.65, -0.69], [-0.01, 0.78, 0.06], [-0.14, 1.41, -0.99], [-0.51, -0.42, -0.23], [-0.16, 0.32, 1.05], [-0.38, 0.64, 0.90], [-0.11, 0.02, -0.33], [0.16, 0.07, -0.80], [0.40, -0.63, -0.30], [0.35, 0.51, -0.11], [0.10, -0.45, -0.17], [-0.13, -0.09, 0.67], [0.05, -0.39, -0.06], [0.41, -0.54, -0.30], [-0.13, 0.07, -0.27], [0.27, 0.33, -0.48], [-0.29, 0.21, 1.47], [0.23, -0.15, -2.16], [0.14, -0.85, 1.28], [0.48, -0.15, -0.05], [-0.17, 0.24, -0.58], [-0.14, -0.51, -0.35], [-0.16, 0.08, 0.41], [-0.03, 0.48, 0.38], [-0.21, -0.02, 0.07], [-0.02, 0.29, -0.26], [0.15, 0.33, -0.18]]
}

***

# 2
{
  "formula": "C19H19F4",
  "method": "wB97M-V/def2-TZVPD",
  "e_above_lowest_ev": 0.154,
  "energy_ha": -1134.528738,
  "orbital_gap_ev": 6.02,
  "mol_weight_g_mol": 323.353,
  "e_homo_ev": -12.3,
  "charge": 1,
  "species": ["C", "C", "C", "C", "C", "C", "H", "H", "H", "H", "H", "H", "H", "H", "H", "H", "H", "H", "F", "C", "C", "C", "F", "C", "C", "C", "C", "C", "C", "F", "C", "C", "F", "C", "C", "H", "H", "H", "H", "H", "H", "H"],
  "xyz": [[-0.3949, -0.9080, -2.3209], [0.2062, 0.0490, -1.2698], [-0.5171, 1.4100, -1.3690], [1.6614, 0.2759, -1.7092], [2.2638, 1.6191, -1.8507], [2.3877, -0.8541, -2.3040], [-1.4891, -0.9313, -2.3030], [-0.0680, -0.5887, -3.3108], [-0.0242, -1.9227, -2.1448], [-1.6049, 1.2889, -1.2718], [-0.1588, 2.0772, -0.5700], [-0.2783, 1.8236, -2.3592], [3.3228, 1.4567, -2.1184], [1.8332, 2.2554, -2.6504], [2.2710, 2.1981, -0.9146], [3.4623, -0.6025, -2.3263], [2.2832, -1.7875, -1.7319], [2.0926, -1.0534, -3.3539], [-4.2999, 0.1452, 2.4166], [-3.6066, -0.5473, 1.4293], [-4.1312, -1.7491, 0.9539], [-3.2905, -2.5098, 0.1508], [-3.7984, -3.6565, -0.4216], [-1.9787, -2.1463, -0.1267], [-1.4638, -0.9315, 0.3728], [0.0357, -0.5582, 0.0967], [0.6578, 0.2463, 1.2813], [1.9394, 0.7973, 1.1438], [2.4659, 1.6153, 2.1365], [3.6155, 2.3283, 1.8771], [1.8797, 1.7428, 3.3937], [0.7029, 1.0299, 3.5823], [0.0938, 1.0807, 4.8211], [0.0898, 0.2840, 2.5707], [-2.3452, -0.0654, 1.0390], [-5.1356, -2.0726, 1.2053], [-1.3732, -2.8013, -0.7597], [0.5741, -1.5162, 0.0653], [2.5987, 0.5160, 0.3157], [2.3274, 2.3411, 4.1868], [-0.7857, -0.3205, 2.8028], [-2.0211, 0.9419, 1.3452]],
  "forces_ev_per_angstrom": [[0.45, -0.31, -0.42], [0.17, 1.84, -1.31], [0.27, 0.02, 0.04], [-1.79, -0.09, -0.83], [1.46, -0.13, -0.02], [1.56, -0.06, 0.78], [0.34, 0.25, 0.18], [-0.26, -0.08, -0.12], [-0.13, 0.12, -0.24], [0.41, -0.04, -0.05], [-0.19, -0.02, -0.37], [-0.43, 0.19, 0.39], [-0.41, 0.34, 0.02], [-0.22, -0.52, 0.36], [-0.52, -0.08, -0.40], [-0.39, -0.22, -0.16], [-0.34, 0.16, -0.25], [-0.16, 0.25, 0.46], [0.79, -0.74, -1.82], [-0.08, 0.29, 0.77], [0.31, 0.41, 0.21], [-0.43, -0.47, -0.62], [0.69, 1.23, 0.73], [0.25, -0.11, 0.23], [-0.26, 0.11, -0.73], [-0.55, -1.09, 2.48], [0.42, -0.57, 0.50], [-0.02, 0.11, -0.16], [0.59, 0.35, 0.35], [-1.04, -1.01, 0.21], [-0.09, -0.01, -0.28], [-0.51, -0.09, 0.72], [0.83, -0.15, -1.65], [0.08, 0.02, -0.16], [0.01, 0.03, 0.47], [0.18, 0.00, 0.03], [-0.28, 0.10, 0.49], [-0.13, -0.02, 0.15], [-0.28, 0.36, 0.23], [-0.16, -0.12, -0.29], [0.20, 0.48, 0.05], [-0.33, -0.72, 0.03]]
}

***

# 3
{
  "formula": "C41H82As3IN8O7RbS2Si2Te",
  "method": "wB97M-V/def2-TZVPD",
  "e_above_lowest_ev": 0.449,
  "energy_ha": -11248.780621,
  "orbital_gap_ev": 6.50,
  "mol_weight_g_mol": 1484.200,
  "e_homo_ev": -4.8,
  "charge": -1,
  "species": ["Rb", "C", "C", "N", "C", "S", "N", "N", "C", "C", "C", "C", "C", "C", "C", "N", "H", "H", "H", "H", "H", "H", "H", "H", "H", "H", "H", "H", "H", "C", "As", "C", "C", "C", "C", "C", "As", "C", "C", "C", "As", "C", "C", "H", "H", "H", "H", "H", "H", "H", "H", "H", "H", "H", "H", "H", "H", "H", "H", "H", "H", "H", "H", "H", "H", "H", "H", "H", "H", "H", "C", "Si", "C", "C", "C", "Te", "C", "Si", "C", "C", "C", "H", "H", "H", "H", "H", "H", "H", "H", "H", "H", "H", "H", "H", "H", "H", "H", "H", "H", "H", "H", "H", "H", "C", "C", "S", "O", "O", "C", "C", "N", "C", "N", "C", "C", "N", "O", "O", "C", "H", "H", "H", "H", "H", "H", "H", "H", "H", "H", "H", "H", "H", "N", "C", "O", "C", "I", "H", "H", "H", "H", "C", "O", "C", "O", "H", "H", "H"],
  "xyz": [[-0.3829, 0.0090, 0.0781], [3.1360, -1.3234, 6.4691], [1.7860, -1.6952, 5.8649], [1.8774, -2.2003, 4.5094], [2.0810, -1.3221, 3.4485], [2.5853, -2.0146, 1.9423], [1.9141, -0.0650, 3.6985], [1.7975, 0.7768, 2.6284], [2.6600, 1.7122, 2.5252], [3.8926, 1.8210, 3.3773], [2.3928, 2.7674, 1.5116], [3.2909, 3.8210, 1.3361], [2.9979, 4.8199, 0.4238], [1.8115, 4.7522, -0.2841], [0.9804, 3.6645, -0.0452], [1.2560, 2.6962, 0.8134], [3.0135, -0.8836, 7.4606], [3.6384, -0.5967, 5.8310], [3.7772, -2.2015, 6.5663], [1.1406, -0.8176, 5.8403], [1.2916, -2.4576, 6.4731], [2.4135, -3.0496, 4.3885], [3.9770, 0.9337, 3.9974], [3.8582, 2.6985, 4.0279], [4.7876, 1.9034, 2.7567], [4.2083, 3.8571, 1.9057], [3.6868, 5.6422, 0.2751], [1.5348, 5.5100, -1.0041], [0.0448, 3.5566, -0.5831], [0.9588, 3.3747, -3.7364], [-0.0366, 1.8295, -2.9982], [0.6224, 0.5756, -4.3581], [-1.7409, 2.1425, -3.9658], [-2.8250, 3.0333, -3.3362], [-2.2454, 4.3552, -2.8361], [-3.5437, 2.3001, -2.1839], [-2.6905, 2.1561, -0.4066], [-3.3277, 3.8546, 0.3654], [-4.1297, 1.0720, 0.3605], [-3.9239, 3.2762, -4.3978], [-3.7896, 4.3830, -6.0398], [-3.9280, 6.1781, -5.2510], [-1.8941, 4.4993, -6.5432], [0.6886, 3.5629, -4.7770], [2.0254, 3.1514, -3.6874], [0.7772, 4.2747, -3.1497], [0.3804, 0.9423, -5.3580], [0.1487, -0.3914, -4.2014], [1.7044, 0.4748, -4.2673], [-2.1525, 1.1417, -4.1169], [-1.4654, 2.5364, -4.9453], [-1.5100, 4.1775, -2.0473], [-3.0289, 4.9951, -2.4230], [-1.7405, 4.9001, -3.6319], [-3.7381, 1.2653, -2.4758], [-4.5136, 2.7748, -1.9962], [-4.3776, 4.0232, 0.1168], [-2.7350, 4.7004, 0.0214], [-3.2264, 3.7860, 1.4496], [-5.1001, 1.4673, 0.0514], [-4.0549, 1.1123, 1.4488], [-4.0187, 0.0422, 0.0201], [-4.7958, 3.7306, -3.9121], [-4.2654, 2.2997, -4.7556], [-4.8619, 6.2544, -4.6948], [-3.9519, 6.9091, -6.0593], [-3.0993, 6.4096, -4.5865], [-1.5603, 3.5636, -6.9883], [-1.2355, 4.7595, -5.7188], [-1.8323, 5.2783, -7.3049], [-5.6219, -4.4231, 1.7878], [-3.7472, -4.4337, 1.6625], [-3.0823, -5.6291, 2.9502], [-3.2755, -5.0345, -0.0586], [-3.1411, -2.6829, 1.8843], [-1.2190, -2.3654, 2.7987], [-2.0757, -1.9661, 4.7358], [-2.7503, -0.2381, 4.9853], [-2.6993, 0.1379, 6.8284], [-4.5436, -0.1184, 4.4440], [-1.7354, 1.0482, 4.0916], [-6.0327, -5.4213, 1.6240], [-6.0449, -3.7567, 1.0339], [-5.9570, -4.0741, 2.7659], [-3.0964, -6.6541, 2.5750], [-3.6784, -5.6015, 3.8648], [-2.0549, -5.3719, 3.2196], [-2.4205, -5.7144, -0.0471], [-3.0335, -4.1769, -0.6887], [-4.1127, -5.5633, -0.5174], [-3.8527, -2.1104, 2.4809], [-3.0956, -2.2141, 0.8996], [-1.2606, -2.1292, 5.4451], [-2.8270, -2.7344, 4.9287], [-3.2827, -0.5920, 7.3930], [-3.1042, 1.1283, 7.0427], [-1.6751, 0.1065, 7.2033], [-5.1308, -0.9474, 4.8444], [-4.6548, -0.1258, 3.3595], [-4.9809, 0.8107, 4.8162], [-0.6821, 0.9954, 4.3757], [-2.1051, 2.0507, 4.3213], [-1.7745, 0.9085, 3.0095], [6.8026, -1.3593, 1.7104], [5.8164, -1.8799, 0.6775], [6.5958, -2.1343, -0.8858], [6.9975, -0.8532, -1.4208], [7.5811, -3.1854, -0.7729], [5.2520, -2.7718, -1.9033], [4.8993, -1.8666, -3.0710], [4.2645, -0.6321, -2.6327], [3.0567, -0.5552, -2.0125], [2.7877, 0.6662, -1.5933], [3.8594, 1.4258, -1.9420], [4.7725, 0.6490, -2.5908], [5.9742, 1.0861, -3.2237], [6.3822, 2.1893, -2.9126], [6.5102, 0.3484, -4.0346], [2.1204, -1.6960, -1.8368], [6.2687, -1.2184, 2.6494], [7.2214, -0.4038, 1.3991], [7.6177, -2.0638, 1.8661], [4.9991, -1.1763, 0.5109], [5.3829, -2.8364, 0.9712], [4.3973, -2.9482, -1.2520], [5.6135, -3.7334, -2.2650], [4.2026, -2.3865, -3.7319], [5.7847, -1.6044, -3.6452], [3.9223, 2.4799, -1.7392], [2.3306, -2.5345, -2.4994], [1.1114, -1.3373, -2.0332], [2.1588, -2.0452, -0.8023], [-0.0875, -4.3595, -1.7432], [0.0304, -3.9599, -0.4570], [-0.4046, -2.8968, -0.0654], [0.7104, -4.8806, 0.5268], [2.4856, -5.8040, -0.2178], [-0.6929, -3.8151, -2.3379], [0.1760, -5.2880, -2.0266], [0.0402, -5.6848, 0.8256], [1.0232, -4.2846, 1.3847], [-2.3508, -2.2790, -3.3655], [-1.6048, -0.4100, -2.0931], [-2.3844, -1.4027, -2.1089], [-3.1928, -1.7150, -1.2192], [-1.3657, -2.2714, -3.8346], [-3.0581, -1.8691, -4.0887], [-2.6748, -3.2957, -3.1389]],
  "forces_ev_per_angstrom": [[1.26, -0.13, 1.15], [-0.02, 0.03, 0.02], [0.01, -0.02, -0.01], [0.12, -0.14, -0.05], [0.14, 0.05, -0.14], [-0.06, -0.14, -0.06], [-0.18, -0.08, 0.13], [0.03, 0.13, -0.10], [-0.11, -0.05, 0.00], [0.02, -0.01, 0.02], [0.07, -0.05, 0.04], [0.06, -0.03, -0.03], [0.00, 0.05, -0.01], [0.01, -0.03, -0.01], [0.06, 0.02, -0.07], [-0.16, 0.02, 0.00], [0.00, 0.01, 0.03], [-0.01, 0.01, 0.00], [0.01, -0.03, -0.02], [-0.02, -0.01, 0.01], [0.01, 0.00, 0.03], [-0.16, 0.06, 0.01], [0.01, -0.01, 0.00], [-0.01, 0.04, 0.00], [0.00, -0.02, -0.01], [-0.01, 0.01, -0.01], [0.00, 0.00, -0.01], [-0.02, 0.01, -0.01], [-0.03, 0.03, 0.01], [0.02, -0.03, -0.02], [-0.09, 0.16, -0.13], [0.02, 0.01, -0.01], [-0.03, 0.01, 0.01], [-0.01, -0.01, 0.00], [-0.04, -0.01, 0.00], [-0.01, -0.03, 0.03], [-0.37, 0.47, -0.12], [-0.05, -0.01, 0.02], [0.02, -0.02, 0.03], [0.00, -0.03, -0.01], [-0.05, -0.03, -0.02], [0.02, 0.01, 0.00], [0.00, 0.00, -0.01], [0.01, 0.00, -0.02], [0.03, 0.00, 0.03], [-0.03, 0.02, 0.00], [0.02, -0.01, 0.00], [-0.03, -0.02, 0.03], [0.01, 0.00, 0.01], [0.00, -0.01, 0.00], [0.01, 0.01, -0.02], [0.00, -0.01, 0.00], [-0.01, 0.01, 0.00], [0.03, 0.02, -0.05], [-0.01, -0.01, -0.01], [0.04, 0.01, 0.01], [0.00, 0.02, 0.00], [0.03, 0.00, -0.01], [-0.01, 0.01, 0.00], [0.01, -0.01, 0.02], [-0.01, -0.01, -0.01], [0.00, -0.02, -0.02], [0.00, 0.00, -0.01], [0.02, 0.02, 0.02], [-0.02, -0.01, 0.00], [0.00, 0.00, 0.00], [0.03, 0.01, 0.03], [0.00, -0.01, 0.00], [0.03, 0.02, 0.05], [0.01, -0.01, 0.00], [-0.01, 0.02, -0.07], [0.02, -0.09, -0.09], [0.02, 0.06, 0.09], [0.07, 0.01, 0.04], [0.05, 0.10, 0.09], [-0.07, -0.12, 0.10], [0.09, -0.01, -0.05], [0.03, 0.09, 0.03], [-0.02, -0.04, -0.01], [-0.01, -0.04, -0.02], [0.00, 0.00, 0.00], [-0.03, -0.04, 0.00], [-0.03, 0.02, -0.04], [0.01, 0.01, 0.05], [-0.02, -0.04, -0.01], [-0.01, 0.01, 0.04], [0.01, -0.04, -0.04], [0.04, -0.02, 0.01], [-0.03, 0.06, -0.03], [-0.02, -0.07, -0.02], [0.00, 0.06, 0.05], [-0.03, 0.02, -0.04], [0.06, -0.04, 0.00], [0.00, -0.03, 0.03], [-0.03, -0.03, 0.03], [-0.02, 0.05, 0.01], [0.05, 0.00, 0.01], [-0.03, -0.02, 0.02], [0.01, -0.01, -0.05], [-0.02, 0.04, -0.01], [0.05, -0.02, -0.02], [0.00, 0.04, 0.01], [-0.02, 0.01, -0.01], [-0.05, 0.01, -0.04], [0.03, 0.03, 0.10], [0.07, 0.00, -0.01], [0.08, -0.09, 0.05], [-0.05, 0.05, 0.03], [0.08, -0.09, -0.08], [0.07, -0.03, -0.10], [-0.14, 0.06, -0.08], [-0.13, 0.01, 0.02], [0.08, 0.02, 0.01], [-0.10, -0.05, 0.02], [0.14, 0.15, -0.03], [0.05, -0.16, 0.23], [-0.01, 0.03, -0.09], [-0.03, 0.18, -0.16], [0.15, -0.02, 0.01], [0.00, 0.00, 0.01], [0.01, 0.03, -0.01], [0.01, -0.03, 0.02], [-0.07, -0.02, 0.00], [-0.04, 0.01, 0.03], [-0.04, -0.05, 0.06], [-0.03, -0.03, -0.02], [0.05, -0.02, 0.02], [-0.13, -0.03, 0.08], [0.00, 0.09, 0.02], [0.00, 0.03, -0.04], [-0.12, -0.04, -0.03], [-0.05, -0.01, 0.09], [-0.05, -0.06, -0.02], [0.09, -0.16, -0.04], [-0.22, 0.24, -0.09], [0.12, 0.03, 0.16], [0.03, -0.01, -0.03], [0.00, -0.01, -0.01], [0.03, 0.06, 0.02], [0.01, 0.02, 0.00], [-0.02, -0.02, -0.05], [-0.02, -0.04, -0.01], [-0.40, -0.23, -0.79], [-0.02, 0.00, -0.10], [-0.13, -0.03, 0.07], [0.04, 0.01, -0.02], [-0.01, 0.02, -0.03], [-0.02, -0.02, 0.00]]
}